Here is a 13-piece molecular cluster, C78H195N13O26 overall at a distorted geometry from OMol25. Energies are from ωB97M-V/def2-TZVPD.

Last column: Löwdin charge in e.
Geometry (Å):
O (3.2661, -5.5000, -14.0998)  -0.20
O (2.8069, -4.1369, 1.8262)  -0.22
O (5.8867, -3.8041, -0.9549)  -0.22
O (-5.6133, -3.7458, -8.3459)  -0.20
O (1.6524, 4.9501, 6.5175)  -0.22
O (-8.1031, -2.0784, 0.5800)  -0.19
O (1.9935, 1.2026, 4.1344)  -0.20
O (9.5202, -3.8607, 2.0901)  -0.22
O (-2.0453, 5.4225, 3.5374)  -0.21
O (7.8922, -1.4615, -0.9624)  -0.22
O (3.8946, 6.7119, 1.6796)  -0.25
O (-0.9463, 0.9571, 0.8341)  -0.22
O (5.9047, 2.4959, -0.2219)  -0.19
O (9.5804, 2.5794, 3.2984)  -0.23
O (-7.8849, 2.8559, -2.8138)  -0.23
O (-7.7046, 7.3160, 1.4945)  -0.20
O (-6.3932, -4.1983, -3.9766)  -0.16
O (-2.2341, -0.5285, -2.0595)  -0.25
O (-2.4182, 2.6777, -1.8371)  -0.21
O (-1.7474, 0.8835, -6.1956)  -0.18
O (-4.5203, -3.2357, 6.8355)  -0.21
O (0.4085, -5.2528, -7.3708)  -0.18
O (-6.9536, 2.6809, 3.4642)  -0.19
O (7.1686, 6.8720, -1.3437)  -0.19
O (-3.3762, -5.3980, 11.7852)  -0.21
O (-0.9444, -5.9172, -1.7627)  -0.22
N (5.2815, -5.4434, 1.7883)  -0.07
N (-8.6182, -0.3549, -2.0136)  -0.06
N (-3.2852, -6.2533, 8.0195)  -0.06
N (-3.3839, -0.8790, -7.7577)  -0.04
N (-8.2768, 4.3229, 1.4468)  -0.06
N (-2.5687, 5.0220, 0.2667)  -0.04
N (8.2293, -1.3759, 1.9557)  -0.03
N (6.0136, 8.2498, 0.9757)  -0.07
N (7.1954, 3.8953, 2.0584)  -0.04
N (-3.2648, -4.7480, -2.3379)  -0.09
N (1.3213, -4.8400, -10.9703)  -0.09
N (0.3377, 0.4463, -1.5876)  -0.04
N (1.3100, 2.0223, 7.1381)  -0.07
C (0.4744, 2.9981, 7.8813)  -0.16
C (6.6040, -4.7482, -0.1244)  -0.17
C (-7.0809, 3.8723, -3.4733)  -0.07
C (5.6805, 3.7449, 1.9711)  -0.12
C (-5.3299, -2.3892, -8.1900)  -0.27
C (-7.0345, -3.9809, -8.4256)  -0.08
C (9.3184, -1.6086, 2.9538)  -0.18
C (-3.9235, -6.0950, 10.5472)  -0.14
C (9.0607, 3.8360, 3.6329)  -0.22
C (7.5949, -0.2649, -0.1770)  -0.20
C (-7.8823, 8.7137, 1.7915)  -0.09
C (-2.8380, -5.9733, 9.3799)  -0.20
C (5.9842, 7.5745, 2.2663)  -0.18
C (-6.4980, -2.7979, -4.3300)  -0.10
C (8.0097, 7.2592, -0.2611)  -0.21
C (0.6259, 1.1715, 6.2096)  -0.20
C (1.7517, 0.4419, 5.3212)  -0.17
C (1.0052, 4.5200, 7.7945)  -0.14
C (-4.6168, -4.8947, -2.7031)  -0.26
C (-1.3892, 5.1235, 1.2114)  -0.15
C (-2.9602, -1.1906, -1.0666)  -0.07
C (-1.1486, -1.2641, -2.6153)  -0.16
C (-3.0315, -5.1877, -0.9450)  -0.17
C (-7.8371, -0.1183, -0.8713)  -0.26
C (-2.2962, 5.0820, -1.2327)  -0.18
C (7.3336, 8.5100, 0.4069)  -0.17
C (2.2499, -5.5646, -11.9005)  -0.15
C (0.4111, 0.5698, 0.8465)  -0.19
C (-7.9850, 1.6618, -3.5747)  -0.20
C (-3.8636, -2.1497, -8.3619)  -0.19
C (3.3817, -5.0031, -15.4047)  -0.14
C (-1.5009, -5.1096, -0.6669)  -0.16
C (4.5020, -3.5258, -0.7247)  -0.08
C (1.4507, -4.3990, 2.0645)  -0.09
C (10.7333, -3.8059, 1.3436)  -0.07
C (0.0274, -0.9732, -1.6678)  -0.22
C (5.0471, 2.1539, -1.2255)  -0.14
C (3.6675, -4.0226, 2.9576)  -0.21
C (-8.8253, 6.6546, 0.9730)  -0.25
C (-1.2003, 2.0330, -5.6155)  -0.12
C (-4.7168, -4.0787, 7.9836)  -0.19
C (-1.6445, 0.7820, 2.0730)  -0.07
C (0.2917, -4.8768, -8.7709)  -0.19
C (-3.5029, -0.7786, -6.2390)  -0.16
C (-1.6883, 4.4355, 2.5591)  -0.19
C (7.1605, -1.5068, -2.1980)  -0.10
C (9.4502, -3.1307, 3.2485)  -0.24
C (-1.5491, 3.8680, -1.7890)  -0.16
C (-5.5009, 2.4709, 3.6444)  -0.06
C (-8.4111, 5.3014, 0.3878)  -0.21
C (10.9257, 2.2251, 3.6075)  -0.08
C (4.5246, 7.2828, 2.8376)  -0.16
C (-7.7198, -3.4289, 0.8492)  -0.10
C (-9.1553, 0.8288, -2.8963)  -0.09
C (5.4501, 3.7001, 0.4119)  -0.19
C (8.4624, -0.2324, 1.0369)  -0.21
C (1.5264, -5.2646, -9.6213)  -0.25
C (-3.1920, -3.2852, 6.4141)  -0.12
C (4.6367, -5.2288, 3.0763)  -0.19
C (1.1964, 0.7531, -0.5154)  -0.19
C (-7.2397, -1.3976, -0.3165)  -0.22
C (2.6147, 6.1362, 1.8026)  -0.10
C (-7.5758, 3.0651, 1.0816)  -0.18
C (3.0901, 0.7855, 3.3830)  -0.14
C (2.4815, -4.7218, -13.1710)  -0.20
C (-3.0472, 0.6155, -5.7387)  -0.22
C (0.4113, -5.5470, -2.1103)  -0.09
C (7.5142, 3.8217, 3.4741)  -0.23
C (7.4910, 5.6000, -1.9584)  -0.09
C (-7.5199, 2.1185, 2.2783)  -0.23
C (-4.9799, -4.5658, -4.1002)  -0.18
C (-0.0954, -4.2319, -6.5622)  -0.13
C (1.6229, 6.3600, 6.3802)  -0.13
C (6.5056, -4.7620, 1.4113)  -0.20
C (-4.2824, -5.5553, 12.8784)  -0.13
C (-1.9826, 5.1630, 4.9547)  -0.08
C (-3.7484, 2.6459, -2.1797)  -0.15
C (-4.5708, -5.6178, 7.7126)  -0.22
H (2.2162, 6.2475, 0.7941)  0.09
H (7.5741, -4.3245, -0.3843)  0.11
H (1.8147, 6.6242, 5.3402)  0.08
H (5.7823, 4.5672, -0.1590)  0.10
H (10.2845, -3.3426, 3.9172)  0.12
H (-0.9592, 1.0073, 2.8901)  0.09
H (1.9663, 6.7321, 2.4450)  0.08
H (5.4106, 2.7384, 2.2906)  0.10
H (-3.5131, -7.2371, 8.0046)  0.10
H (5.1981, 4.4764, 2.6194)  0.10
H (2.0854, 2.5718, 6.7964)  0.10
H (9.3616, 4.0276, 4.6628)  0.11
H (6.7351, -3.7969, 1.8629)  0.10
H (6.8548, 5.3999, -2.8205)  0.08
H (7.8477, 0.5477, -0.8580)  0.12
H (-7.1212, 1.1324, 2.0400)  0.11
H (2.9144, -0.2269, 3.0192)  0.08
H (-3.0342, 0.5535, -4.6506)  0.10
H (-4.8843, 3.2741, 4.0481)  0.07
H (11.6513, 2.9825, 3.3106)  0.09
H (-3.0057, -4.3085, 6.0881)  0.08
H (-9.7879, 0.4087, -3.6783)  0.10
H (-1.3194, 2.0893, -4.5335)  0.07
H (-7.2287, -3.7518, -9.4734)  0.09
H (-4.8585, -5.8943, -2.3418)  0.12
H (9.0703, 7.3629, -0.4906)  0.11
H (-1.3754, -2.3292, -2.6629)  0.10
H (-4.0008, 1.6769, -2.6101)  0.07
H (3.8982, -4.4235, -0.8577)  0.08
H (6.3796, 6.5663, 2.1422)  0.09
H (8.1755, 6.4109, 0.4030)  0.09
H (2.6995, 5.0896, 2.0948)  0.08
H (-3.0638, -2.5745, 5.5976)  0.09
H (2.0793, 0.1145, -0.4884)  0.11
H (-9.2670, 7.2472, 0.1719)  0.11
H (-2.5778, -5.1314, -2.9712)  0.11
H (-5.6448, -2.1567, -4.1088)  0.07
H (-7.1553, 0.7268, -0.9672)  0.11
H (7.2214, 9.2724, -0.3639)  0.11
H (9.5192, 4.6299, 3.0433)  0.12
H (-2.0025, -6.5515, 9.7745)  0.12
H (7.0772, 2.9676, 3.9913)  0.12
H (1.3344, -5.4089, 2.4577)  0.09
H (-4.4164, 2.7771, -1.3284)  0.09
H (-5.0013, 2.0095, 2.7926)  0.07
H (0.2629, 2.7430, 8.9197)  0.10
H (6.4881, -5.7816, -0.4514)  0.12
H (7.1859, 4.7084, 4.0164)  0.11
H (-3.8870, 3.3372, -3.0110)  0.08
H (-5.2255, -4.3143, -2.0098)  0.11
H (-4.7472, -5.3843, -4.7815)  0.12
H (2.4542, -4.9862, -9.1215)  0.12
H (-7.3797, 5.5118, 0.1050)  0.11
H (1.0919, -3.6082, 2.7232)  0.09
H (-1.6864, 2.9685, -5.8923)  0.08
H (4.8148, 3.0151, -1.8519)  0.09
H (-8.4563, 0.2709, -0.0630)  0.11
H (2.4039, -4.9004, -15.8753)  0.08
H (-0.8292, 3.9024, 2.9664)  0.11
H (4.3794, -3.2366, 2.7055)  0.11
H (2.9684, 1.2251, 2.3930)  0.07
H (-0.0137, -4.3883, -5.4866)  0.08
H (0.6335, 6.7911, 6.5329)  0.08
H (-8.1488, 1.8606, -4.6338)  0.11
H (6.1208, -1.1993, -2.0860)  0.07
H (3.0284, -3.8222, -12.8888)  0.11
H (-0.5494, -5.4628, -9.1412)  0.13
H (7.6164, -0.6862, -2.7520)  0.08
H (-6.8649, -2.0958, -1.0650)  0.11
H (7.2276, -2.5378, -2.5452)  0.09
H (11.4402, -3.0583, 1.7035)  0.09
H (-7.3232, 3.9887, -4.5296)  0.08
H (0.0607, 5.0446, 7.9386)  0.10
H (-3.1265, 4.2128, 0.4990)  0.07
H (5.3695, 1.2927, -1.8109)  0.09
H (11.0944, 1.3064, 3.0458)  0.07
H (-0.1362, 2.1227, -5.8343)  0.09
H (-5.8170, -1.7573, -8.9327)  0.13
H (-2.4055, -0.7026, -7.9359)  0.09
H (-5.7833, -3.9026, 8.1241)  0.12
H (-2.0962, -0.2087, 2.0237)  0.08
H (10.5766, -3.6516, 0.2760)  0.08
H (0.0452, 0.3950, 6.7075)  0.11
H (4.1201, 0.7852, 3.7397)  0.09
H (-5.5043, 1.7068, 4.4217)  0.08
H (-9.1952, -1.1192, -1.6926)  0.11
H (-8.5512, 1.8577, 2.5163)  0.12
H (-1.2027, -5.5372, 0.2903)  0.11
H (-7.4716, 4.8318, -3.1342)  0.08
H (-3.2726, -6.2490, -0.8842)  0.11
H (3.2965, -3.8739, 3.9717)  0.12
H (4.3529, -3.2170, 0.3100)  0.07
H (-0.5367, 2.9818, 7.4746)  0.09
H (-1.6720, 5.9622, -1.3863)  0.11
H (-7.0039, 1.2386, -3.3595)  0.11
H (5.2971, 7.8138, 0.4130)  0.10
H (0.4835, -3.3247, -6.7351)  0.09
H (-2.7341, 4.4660, 5.3256)  0.07
H (11.0809, -4.8378, 1.2923)  0.09
H (0.2478, -3.7964, -8.9081)  0.12
H (-3.8699, -0.5957, -1.1476)  0.09
H (10.2739, -1.2811, 2.5439)  0.09
H (9.5156, -0.0706, 0.8074)  0.12
H (-2.5677, -2.9993, 7.2606)  0.09
H (4.3601, 3.6912, 0.4116)  0.10
H (10.9675, 1.9679, 4.6659)  0.09
H (-0.6194, 3.7346, -1.2360)  0.10
H (-3.1687, 5.2574, -1.8620)  0.10
H (-3.0499, -2.2257, -1.3961)  0.07
H (-4.8512, -5.5959, 10.2676)  0.09
H (-9.7792, 1.4894, -2.2943)  0.10
H (-7.9509, 9.2723, 0.8580)  0.07
H (1.6811, 4.8235, 8.5940)  0.11
H (6.5119, 8.1318, 3.0403)  0.11
H (3.8521, -4.0362, -15.5836)  0.08
H (-4.1537, -3.6566, 8.8159)  0.12
H (-3.9337, -5.1789, 13.8401)  0.08
H (-9.5888, 6.5394, 1.7423)  0.12
H (-7.6232, -3.5027, -7.6427)  0.08
H (-0.0824, -1.4798, -0.7089)  0.10
H (-6.9785, 9.1511, 2.2157)  0.09
H (0.8584, -4.3380, 1.1515)  0.07
H (-4.4215, -6.6131, 13.1017)  0.08
H (-3.7150, 1.4230, -6.0389)  0.12
H (0.7279, -6.0977, -2.9961)  0.08
H (0.9024, -1.4872, -2.0656)  0.11
H (6.5775, -0.2598, 0.2141)  0.12
H (4.0744, 1.9424, -0.7814)  0.07
H (-2.4434, 3.6501, 2.5278)  0.09
H (3.2094, -5.6169, -11.3861)  0.12
H (8.4326, 5.6638, -2.5038)  0.08
H (-3.6557, -2.0066, -9.4223)  0.12
H (2.3056, 6.8075, 7.1025)  0.09
H (-5.2173, -5.0878, 12.5694)  0.08
H (-1.0653, -0.7206, -3.5564)  0.12
H (1.6683, -6.3445, -9.5780)  0.11
H (0.3913, -0.4863, 1.1156)  0.11
H (-1.1736, 4.0955, -2.7867)  0.11
H (0.8698, 1.0794, 1.6938)  0.09
H (-1.0112, 4.7146, 5.1631)  0.07
H (-7.6981, 4.8160, 2.1118)  0.10
H (-4.2851, -3.8045, -4.4548)  0.11
H (3.9855, -6.0377, 3.4074)  0.10
H (7.3002, -5.4495, 1.7009)  0.11
H (1.6626, -4.2506, -13.7146)  0.11
H (-7.2728, -2.3611, -3.7000)  0.07
H (1.6002, 1.7585, -0.6344)  0.10
H (9.2190, -0.9723, 3.8332)  0.11
H (-1.1216, -4.0155, -6.8593)  0.07
H (-6.3163, -1.1600, 0.2115)  0.11
H (-6.7522, -3.5375, 1.3391)  0.08
H (-4.0794, -7.1541, 10.7527)  0.11
H (-4.9805, -5.8557, 6.7310)  0.12
H (4.5108, 6.5091, 3.6052)  0.10
H (8.5347, -3.4792, 3.7266)  0.12
H (-1.2287, 6.1976, 1.3049)  0.11
H (-8.0763, 2.5499, 0.2618)  0.10
H (-2.4097, -0.9809, -0.1495)  0.07
H (4.5973, -5.5210, 1.0494)  0.09
H (-8.8394, 8.9444, 2.2592)  0.08
H (8.1625, 0.5247, 1.7615)  0.11
H (-6.0034, 3.7517, -3.3613)  0.06
H (-2.0871, 6.1320, 5.4426)  0.09
H (2.6235, 0.2665, 5.9516)  0.12
H (0.6196, -4.4902, -2.2777)  0.08
H (1.0214, -5.9679, -1.3111)  0.08
H (3.9508, 8.1349, 3.2019)  0.11
H (-7.2039, -5.0539, -8.3352)  0.08
H (-0.5907, 0.7921, -1.3908)  0.08
H (-3.3373, -2.9984, -7.9250)  0.10
H (-4.4334, -1.1652, -5.8232)  0.08
H (-6.8009, -2.5010, -5.3341)  0.06
H (-1.1445, -4.0942, -0.8399)  0.09
H (3.8900, -5.7818, -15.9734)  0.09
H (4.1914, -2.7241, -1.3946)  0.08
H (-2.9563, -1.5752, -5.7344)  0.10
H (-6.5935, 3.4398, 0.7939)  0.11
H (-3.7869, -4.6450, -0.3768)  0.11
H (7.9151, 8.8998, 1.2424)  0.11
H (-9.0387, 5.0967, -0.4796)  0.12
H (7.7138, 3.0902, 1.7371)  0.09
H (-7.7614, -4.0830, -0.0217)  0.09
H (-0.5075, 4.6424, 0.7880)  0.09
H (1.7111, -6.4853, -12.1243)  0.12
H (-5.7879, -2.1644, -7.2268)  0.09
H (-2.5588, 1.3739, 2.0303)  0.07
H (1.3237, -0.5258, 5.0599)  0.11
H (-8.4101, -3.7072, 1.6455)  0.09
H (-0.1507, 1.6172, 5.5880)  0.10
H (-2.4777, -4.9447, 9.3935)  0.10
H (-5.4207, -6.0870, 8.2082)  0.10
H (8.3598, -2.1235, 1.2892)  0.07
H (0.3446, -4.8600, -11.2266)  0.11
H (7.4952, 4.7634, -1.2597)  0.07
H (5.3774, -5.1258, 3.8692)  0.12

Results
relative energy (zero: lowest compared OMol25 entry of this formula, charge and spin) = 1006.48 kJ/mol
total charge = 0
gap between HOMO and LUMO = 8.174 eV
multiplicity = 1
calculated total energy = -5755.86780 a.u.
max |F| = 4.82 eV/Å